Record 1
Here is 8 unconnected molecules or ions with the total composition C27H48O24 in a non-equilibrium geometry from OMol25. Energies are from ωB97M-V/def2-TZVPD.

```
99
Properties=species:S:1:pos:R:3
C -14.4502 -12.0632 -1.7436
H -20.5335 -16.3444 -5.4107
H -17.3599 -15.8651 -0.1795
O -8.9748 -17.2149 -5.3080
H -22.7636 -21.3356 -2.0595
C -19.2120 -18.4893 -2.6408
C -19.4356 -13.5853 0.0515
C -9.9777 -16.8768 -4.7819
C -20.5878 -16.5921 -6.4708
O -19.2968 -15.4085 -9.6297
H -18.3267 -17.8848 -2.4439
H -20.0558 -14.4812 0.0833
C -11.5597 -16.8789 -3.2895
C -18.9776 -20.7385 -7.9638
H -19.2222 -12.0469 -6.3761
H -20.0736 -17.8463 -2.8207
O -17.3857 -10.4658 -5.7018
H -18.5003 -20.7440 -8.9437
O -16.9036 -14.7335 -4.0764
H -23.4608 -20.3788 -3.3312
C -19.7269 -11.8752 -5.4254
H -15.8982 -18.1705 -6.0704
H -15.0113 -15.1221 1.5883
H -18.3326 -20.1592 -7.3031
O -18.5402 -8.5826 -4.9052
H -19.1908 -21.7830 -7.7361
C -16.7519 -17.6463 -5.6407
H -19.7312 -17.8516 -10.9668
C -14.0827 -15.1197 1.0175
O -13.5108 -12.3196 1.7289
H -17.6846 -13.0051 -1.1046
C -22.5236 -20.8168 -2.9876
C -20.5261 -20.1868 -1.6165
C -17.2708 -15.1174 -0.9676
O -14.8763 -13.7171 -4.2715
C -20.6784 -17.5749 -10.5038
H -21.3114 -18.4493 -10.6550
H -11.7569 -14.9807 -2.1497
C -21.2334 -20.3253 -7.1304
O -19.5123 -10.5433 -4.8577
H -20.1195 -17.5663 -6.6117
H -15.5699 -9.5422 -5.3921
H -16.8082 -17.9402 -4.5926
O -22.3709 -19.5924 -7.6514
H -21.1839 -16.8055 -11.0875
O -10.1941 -16.7411 -3.4939
C -12.1231 -16.0065 -2.1058
H -20.7829 -12.0910 -5.5878
O -11.0819 -16.6414 -5.5147
O -19.4541 -19.3649 -1.5744
C -18.0653 -12.9528 1.6687
C -17.9700 -13.7952 -0.4101
H -16.8448 -16.0969 -7.0233
H -13.2110 -15.9413 -2.0862
H -24.2525 -19.1441 -7.1975
O -20.1972 -20.1051 -7.9050
H -13.8634 -12.8579 -2.2041
H -16.2378 -14.9843 -1.2888
O -15.5352 -15.5444 -5.5862
O -20.5065 -17.2569 -9.0921
H -15.4929 -12.3801 -1.7648
O -17.2832 -13.4569 0.7516
O -17.7134 -12.5899 2.7712
O -21.3844 -19.9736 -2.7039
H -12.6408 -15.6693 -4.6971
C -17.7077 -15.3382 -5.0194
C -13.8439 -12.7230 0.5474
C -15.6705 -14.5845 -4.6405
H -13.2432 -15.2807 1.6939
H -12.9412 -17.3356 -4.9939
C -19.8286 -16.1295 -8.8091
C -23.5835 -20.0005 -7.1131
H -23.9970 -20.7931 -7.7366
H -19.1194 -19.0624 -3.5633
O -20.6675 -21.0589 -0.7776
C -16.2261 -9.8665 -6.1998
H -22.2445 -21.6289 -3.6589
H -17.5723 -18.0389 -6.2414
O -13.8805 -11.8097 -0.4428
C -16.7082 -16.1473 -5.9431
H -11.7812 -17.9129 -3.0250
O -19.2808 -12.9161 1.2829
H -18.4553 -14.7459 -5.5469
H -16.4684 -8.9523 -6.7416
H -19.4200 -12.4958 -4.5836
C -12.1748 -16.6523 -4.6282
H -14.0442 -16.0515 0.4533
H -14.3286 -11.2081 -2.4084
O -13.9655 -14.0279 0.0932
O -21.2219 -20.9994 -6.0706
C -18.4294 -9.7997 -5.0912
H -15.4970 -10.4679 -6.7427
H -18.4438 -16.0363 -4.6206
H -17.8273 -15.4686 -1.8365
O -19.8611 -15.7431 -7.4032
H -23.5129 -20.2827 -6.0626
H -19.9919 -12.8528 -0.5334
H -11.8295 -16.5079 -1.1836
H -21.6528 -16.7207 -6.6642
```

Calculated values
Energy (Ha): -2863.226180
Orbital gap (eV): 9.91
Maximum force (eV/A): 6.433
Energy above the lowest of the compared OMol25 structures with the same formula, charge and spin (kcal/mol): 104.1
LUMO energy (eV): -0.330

Löwdin atomic charge list, values in e, 8 entries: -0.033, 0.082, 0.087, 0.179, 0.086, -0.077, -0.055, -0.600

=====

Record 2
Here is a molecular structure, C27H49AlNO28S8 in a non-equilibrium geometry from OMol25. Energies are from ωB97M-V/def2-TZVPD.

```
114
Properties=species:S:1:pos:R:3
H 9.0883 -1.4387 3.6611
O 1.1181 -2.7555 6.9164
O -6.4010 -4.2111 3.3633
C 3.9109 -2.8320 2.7221
H 3.6400 -4.9916 2.9805
O -2.7706 5.6706 -2.2026
H -8.5582 8.4957 -4.4433
C 7.7729 -1.6038 2.0187
S -3.4478 1.1201 -7.0758
H -0.9403 2.6019 -7.1201
H -0.9181 -2.6743 7.2574
O -10.6061 5.9422 -4.6596
C 3.1055 -4.1450 2.5498
S 2.4252 -2.5319 7.8054
O -5.0641 4.7693 -2.3222
C 6.5086 -2.3720 -3.7759
O -2.6091 0.9225 -5.7358
C -5.5384 4.5544 -3.6650
H 1.6638 0.1895 0.9179
H -1.8813 1.4721 -2.0216
O 1.6913 -2.4849 9.2345
C 3.6122 1.4111 2.8348
O -2.6561 0.1502 0.2565
C -0.0145 -3.0289 7.7453
C 0.2831 -2.2978 9.0394
H 6.4300 -4.6391 1.7822
H 9.9385 -1.7013 2.1057
O -4.1379 2.3594 -6.9670
C -1.0122 1.5299 -7.3125
H 5.8193 -2.3657 3.5908
H -0.6158 1.1201 -5.2065
S -9.3990 5.2469 -3.8742
H 1.3177 -1.3211 4.3398
H -5.4309 5.4882 -4.2204
H -5.6738 -1.3109 0.3185
H 5.3793 -4.0469 3.7215
H -10.8410 7.8327 -3.8769
O -2.2103 1.2826 -8.0702
C -1.8549 1.3561 0.1385
C 9.1000 -1.2046 2.5965
S -3.5019 4.4575 -2.2341
S -1.9847 -1.0405 -0.5541
H 2.9483 -4.3739 1.4939
S -6.9420 -3.9303 2.0817
H 3.9662 -1.1924 4.1670
C 6.1879 -3.5766 1.7952
H 2.1251 -4.0788 3.0178
O -9.8024 4.9479 -2.5515
O -6.7478 -2.3844 1.7411
S 0.6760 4.1338 2.2099
O 2.9496 -1.2484 7.5201
C -8.8876 7.5114 -4.7626
H 9.2431 -0.1240 2.5229
H 5.8604 -0.8512 1.3887
C 1.9248 -1.3792 3.4302
O 3.2291 -3.6993 7.7634
O -8.2762 -4.2934 1.7592
H -1.1207 1.3606 0.9465
C 0.5764 2.6412 2.8101
O -4.1377 -0.0726 -7.3984
O 8.8763 -0.2661 -2.2711
H 0.0842 -1.2280 8.9486
O -8.4310 6.5211 -3.8317
H 6.3333 -0.2721 2.9607
O 6.5921 -1.0910 -1.8390
H -10.8631 7.7401 -5.6544
H -1.0236 -0.3178 -6.1717
H -4.5723 3.4475 -5.3014
H -6.5819 4.2585 -3.6544
C -5.5315 -3.4669 0.0770
H -4.5370 -3.6746 -0.3064
C 3.2944 -1.9849 3.8294
H -4.7037 -2.1321 1.5641
H 3.1279 -2.6489 4.6888
H 6.2849 -3.3547 -3.3558
H -0.0804 -4.1078 7.9004
O -2.9447 -1.5309 -1.4920
Al 1.9448 0.3846 2.4986
H -0.2872 1.8070 -1.2939
C 5.8009 -1.2686 -3.0155
H 5.5552 2.3737 3.4604
O -0.8816 -0.1876 -1.3130
O -1.3423 -1.9236 0.3491
C 7.5033 -2.8502 1.6027
C -1.1952 1.2168 -1.2117
C 5.3752 -3.1933 3.0409
O 8.5015 -2.4683 -1.2075
H 5.5616 -3.4234 0.9026
H 5.7968 -0.3322 -3.5773
H 1.4075 -2.0924 2.7806
O -8.8253 4.2634 -4.7225
H -0.2624 -2.7010 9.8880
N 0.4424 1.5083 3.1299
C -10.3945 7.3577 -4.7521
H -6.2421 -3.4251 -0.7502
C -5.5790 -2.2112 0.9174
H 7.1528 0.3680 1.5133
O 7.9021 -2.0977 -3.5775
H -0.1459 1.2011 -7.8783
O -5.9455 -4.5105 0.9784
H 6.2808 -2.3678 -4.8381
H -8.4680 7.2845 -5.7448
H 8.2899 -3.3946 1.0868
C 4.6122 2.0458 3.0924
H -4.9266 2.4894 -3.8507
H -2.4823 2.2285 0.2128
C -1.2158 0.7468 -6.0314
O -3.2939 3.4478 -1.2547
C 6.7188 -0.5205 1.9685
O -3.3393 3.8037 -3.6782
C -4.6353 3.4761 -4.2180
S 8.1208 -1.4564 -2.1208
H 3.8783 -2.3049 1.7644
H 4.7841 -1.5307 -2.7360
```

Calculated values
Energy (Ha): -6647.481836
Orbital gap (eV): 6.68
Maximum force (eV/A): 1.341
Energy above the lowest of the compared OMol25 structures with the same formula, charge and spin (kcal/mol): 0.0
LUMO energy (eV): 1.229
Total charge: -1

Löwdin atomic charge list, values in e, 8 entries: 0.079, -0.192, -0.224, -0.382, 0.068, -0.207, 0.137, -0.359

=====

Record 3
Here is a molecular structure, C27H49As3BrFeN6O2S in a non-equilibrium geometry from OMol25. Energies are from ωB97M-V/def2-TZVPD.

```
90
Properties=species:S:1:pos:R:3
C 2.0255 1.9663 1.7734
C -3.4464 -3.4201 0.7039
H -2.2475 -1.7104 -3.6668
S 0.9954 -3.0719 1.2123
C 2.9131 1.7244 -1.0760
C 1.8642 -3.1049 5.0953
H -3.8431 -4.4247 0.5691
N -1.3859 -1.6541 -1.7553
N -2.7873 -3.0271 -0.5364
Fe 0.4645 -0.7445 0.7909
H 0.6884 3.4791 -1.5359
C 2.1312 -1.6290 4.7325
C 1.4166 -2.7791 2.8274
H -1.2770 3.5314 -4.4981
H -0.6452 -2.4334 -3.5431
As -1.4998 5.2401 -2.7115
H 1.3975 4.0581 -0.0342
H 2.6606 1.7456 -2.1343
H -2.0986 5.4931 -0.2894
C 0.6206 3.4108 -0.4502
H 1.4854 -0.9557 5.2903
H -2.6342 -4.0860 -3.7451
C -1.6071 -2.3337 -3.0408
H -3.8444 -4.4638 -1.5851
H -2.5896 -1.2612 2.1759
H -0.0189 5.0786 1.6669
H -0.2891 3.4008 2.1289
N 1.8127 -1.5530 3.2901
C 2.4201 -1.2064 -0.5553
H 3.1652 -1.3443 4.9099
H 6.5815 -3.2921 -2.9853
H -1.5100 -4.3902 -2.4178
C -1.1743 5.1217 -0.7377
H 1.0548 4.9946 -3.1196
C 3.5549 -1.7643 -1.2974
C -0.7550 3.8550 0.0323
H -2.3303 2.8714 -3.2524
C -3.3640 0.4354 0.0904
H 0.2769 6.0489 -4.3083
H -3.1202 0.1404 -0.9267
C -2.4553 -3.3702 1.8418
C -1.8328 -1.9894 1.8561
C -2.2458 -3.6850 -2.8107
N -1.2753 -1.5898 0.5576
O 1.2499 -1.1596 -1.0468
C 4.8322 -1.7238 -0.7490
C -3.3548 -3.5155 -1.7957
C 3.3671 -2.3741 -2.5344
C -0.6775 4.2216 1.5194
H 0.6059 6.6586 -2.6867
H 3.3860 2.6639 -0.7908
H -0.5556 2.8056 -3.0631
C -1.3949 3.4038 -3.4214
As 1.3005 1.6328 -0.0110
H 2.3868 -2.4191 -2.9887
H 3.5861 0.9021 -0.8718
H -2.7974 3.1754 -0.1412
N 1.3621 -3.6391 3.8261
C -1.7950 -2.1127 -0.5507
H 2.7644 -3.6359 5.3992
H 1.0380 -4.5848 3.6980
O 2.5507 -0.7511 0.6232
Br 4.3187 -3.7469 -4.8308
H -3.4057 2.5010 2.3584
As -1.8053 1.1974 0.9576
H 2.4605 -1.0809 2.6696
H 2.8814 1.3104 1.9156
H -4.2957 -2.7572 0.9031
H -4.1191 1.2208 0.0789
C 5.7091 -2.8471 -2.5215
H -3.7446 -0.4193 0.6422
N 5.8936 -2.2547 -1.3439
H -4.1181 -2.8218 -2.1646
H 5.0014 -1.2398 0.2060
H -1.0342 -1.9399 2.5990
C -2.6317 1.7785 2.6173
H -1.6757 2.3298 -1.1975
H -1.6613 4.4913 1.9073
C 0.3075 5.7778 -3.2541
H -0.5466 -1.1030 -1.7151
H 1.1176 -3.2087 5.8786
H -1.9159 2.2258 3.3001
H 1.2793 1.7658 2.5412
H -2.9644 -3.5674 2.7849
C 4.4702 -2.9169 -3.1554
H -3.0858 0.9100 3.0918
H 2.3474 3.0042 1.8544
H -1.6819 -4.1242 1.6950
H -0.4203 5.8948 -0.5627
C -1.7871 2.7612 -0.2020
```

Calculated values
Energy (Ha): -12479.950691
Orbital gap (spin up / spin down) (eV): 6.33 / 5.52
Maximum force (eV/A): 2.132
2S+1: 2
Energy above the lowest of the compared OMol25 structures with the same formula, charge and spin (kcal/mol): 59.1
LUMO energy (spin up / spin down) (eV): -6.373 / -7.183
Total charge: +2

Löwdin atomic charge list, values in e, 8 entries: -0.257, -0.127, 0.126, 0.940, -0.206, -0.089, 0.133, 0.102

=====

Record 4
Here is a molecular structure, C27H49As3ClIrNO7P in a non-equilibrium geometry from OMol25. Energies are from ωB97M-V/def2-TZVPD.

```
90
Properties=species:S:1:pos:R:3
C 1.4942 -3.6387 0.6425
H 4.1445 1.6362 -3.9250
H 1.3337 3.9578 -4.7341
C 2.0411 2.0859 -3.9369
C 3.4757 2.3721 1.6308
C 0.9222 0.8870 3.0663
H -1.4695 -1.1257 3.5248
H 4.0468 -5.4911 1.4473
H -0.0908 -2.9221 -1.9923
P 1.8398 2.1192 -1.1988
H 0.0476 2.8399 -4.2672
C -2.2552 1.7112 -1.5859
C 0.9353 -2.5595 -2.0503
H 4.7092 -5.6490 3.0710
H 0.6954 2.8200 1.4599
C -1.6039 0.6057 -2.1929
H -2.9491 -2.0278 3.0790
H 3.6106 5.0894 2.1493
O 2.6054 3.2823 -0.4315
H 1.5967 -3.3701 -2.3555
O 1.2899 1.4687 4.0323
Cl -4.1227 4.9792 -2.9803
H 3.5671 2.5383 2.7046
C -3.4216 3.7828 -1.9312
H -2.9789 3.1836 1.3862
H 2.6178 -4.3706 4.9678
C -3.4756 3.9678 -0.5423
H 0.8820 -1.8423 2.7582
O 2.5064 0.7890 -1.0355
C 2.7016 3.5164 0.9919
H 1.1968 -4.3578 -0.1260
O 0.3524 2.0664 -0.8699
H 0.4739 -3.1152 3.9198
C -2.9634 -2.1078 -0.0312
O -0.9689 -0.3205 -1.6508
H -2.7628 -0.2988 2.6360
H 4.4714 2.3111 1.1894
C -2.2509 -1.2473 2.7783
H -3.9446 4.8618 -0.1519
H 3.5964 -0.9682 -1.3356
C -2.8189 2.6726 -2.4475
As 2.2769 -6.1982 3.1607
C -2.3166 1.8735 -0.1741
C -2.9415 3.0396 0.3150
H 1.4055 3.9057 2.6634
O -1.8982 0.9616 0.6535
H 2.5314 -3.8456 0.8950
C 2.2400 -5.3907 4.9528
H -0.0763 -5.5005 3.0687
H 3.7900 -2.7252 -0.9657
H -1.7031 0.5379 -3.2847
H 3.8346 -4.1772 2.6340
H 0.6609 0.5381 -3.3042
C -0.8610 -3.5923 1.5169
O 2.1327 2.7098 -2.6487
H 3.7482 3.2197 -4.6072
H 0.9732 -1.7467 -2.7719
C 0.7045 -5.3084 2.3240
H 2.3468 0.0191 -3.3659
C 3.4324 2.1781 -4.5476
H 2.9688 5.6156 0.5805
C 1.5942 0.6295 -3.8630
H 2.0947 -3.0191 3.2364
C 0.6141 -3.8327 1.8806
As 1.5160 -1.9107 -0.3144
H -2.6415 -2.5163 -0.9871
Ir -0.0414 -0.0480 0.2479
H 2.8510 -6.0050 5.6129
H -1.1475 -4.2105 0.6611
H 0.4575 -5.9460 1.4694
H -3.6107 -2.8208 0.4786
H 4.4781 4.6926 0.6533
N 0.5907 0.2319 2.1354
C 3.4913 4.8125 1.1007
C 3.8697 -5.2566 2.4961
H -1.4982 -3.8771 2.3575
C 1.3160 3.7032 1.5956
H -2.7573 2.5320 -3.5199
H 3.9102 -1.4902 0.3198
H 3.4400 1.7488 -5.5514
H 0.9706 2.5556 -5.7595
H -3.4911 -1.1710 -0.1966
H 1.2190 -5.3986 5.3340
H 1.4359 0.2534 -4.8758
As -1.4428 -1.7613 1.1041
C 1.0368 -2.8964 3.0090
H 0.8117 4.5406 1.1107
H 2.9745 1.4201 1.4642
C 1.0345 2.9101 -4.7290
C 3.4212 -1.7604 -0.6151
```

Calculated values
Energy (Ha): -9253.014092
Orbital gap (eV): 7.54
Maximum force (eV/A): 2.864
Energy above the lowest of the compared OMol25 structures with the same formula, charge and spin (kcal/mol): 41.1
LUMO energy (eV): -0.623

Löwdin atomic charge list, values in e, 8 entries: -0.298, 0.090, 0.091, -0.624, -0.028, -0.523, 0.031, 0.015

=====

Record 5
Here is 3 unconnected molecules or ions with the total composition C27H49B2BrCl2O13P2 in a non-equilibrium geometry from OMol25. Energies are from ωB97M-V/def2-TZVPD.

```
96
Properties=species:S:1:pos:R:3
O -0.6361 3.7283 -0.5279
C 7.9149 1.9405 -1.1310
H -3.6998 -4.5552 -1.1786
H 1.0031 0.5479 1.5259
C -1.0392 5.1094 -0.5429
H 8.5365 3.9870 -1.2981
H -4.0683 1.7115 -2.8536
H 0.4381 -1.2923 -0.4769
H 0.8763 -1.9222 3.3036
O 6.0155 3.0568 1.2662
H -0.2354 1.9959 1.4420
H 3.3800 4.9664 -2.4895
C 7.8442 3.3916 -0.6996
H 7.0704 1.3663 -0.7511
H -4.0877 1.9926 -4.6026
H -6.6716 -3.8185 -1.0765
O 4.2489 2.9697 -0.4769
H -4.7317 3.2049 -3.4856
H 4.4248 6.9117 -1.3563
H -2.5483 6.4804 0.0824
Cl 3.3644 -5.1551 -0.0033
C -0.2886 -4.4258 1.6494
H -3.1967 1.2554 1.6035
H 1.9201 4.3118 -0.3986
H 0.9803 -5.5013 -1.6921
O -5.5170 -7.8143 1.4699
H -1.8031 2.4814 -3.9628
O 6.5437 3.9369 -0.9150
H -0.9812 5.4964 -1.5587
H -3.2046 4.9430 -0.4591
H -6.2755 -7.4173 1.9122
H 2.0301 -2.0272 2.0007
O -4.1636 -7.1890 3.3150
Br -5.1410 -2.2320 0.8811
P -1.4682 2.5304 -1.1913
H -1.9892 0.4257 0.6242
H -5.0085 -5.6398 -0.5868
O 4.8073 5.3351 -0.1594
H 8.1467 3.5125 0.3389
H -1.4423 2.9165 2.3276
H -0.1152 -4.3301 -0.8955
H 1.0932 0.4383 3.3263
H 2.6497 4.5407 1.1837
H -5.2477 -4.6623 1.3955
H -5.3417 -2.9732 -1.9606
C -2.5799 3.1251 -3.5539
C -3.1596 -4.2892 1.3762
C 1.4169 0.0149 2.3790
C -0.8623 -3.2172 1.6193
O -2.7609 -2.2858 2.6400
C -2.5686 -5.4944 1.4424
H -2.5786 4.0368 -4.1548
C -5.6991 -3.9127 -1.5517
C -1.1922 1.9196 1.9620
H -1.0601 1.2512 2.8134
H 4.9671 4.2674 -2.7867
C 1.6909 -4.7930 0.1894
C -2.2751 1.3950 1.0405
C 4.9736 5.9726 -1.4387
H 3.3812 2.1555 1.2186
H -3.4257 -6.8104 -0.0355
O -0.8230 -6.5092 2.6863
C -2.3824 5.4016 0.0835
H 2.4977 0.1555 2.3351
C 2.1681 3.8059 0.5328
H -2.4213 5.0444 1.1127
H 2.5516 1.8692 -0.3111
H -3.2153 -7.1134 3.4891
H -5.8578 -4.5687 -2.4132
H 1.2495 3.4815 1.0132
O -1.4073 1.2750 -1.9672
C 1.1384 -4.6943 1.4018
C -4.5448 -4.0876 0.7929
H 7.8854 1.8654 -2.2196
C -4.6614 -4.6135 -0.6708
C 3.0803 2.6214 0.2757
B 0.0015 -1.9111 1.3014
C 4.4365 5.2014 -2.6215
C -3.9422 2.4653 -3.6304
C 0.9187 -4.6013 -1.0798
H -2.3831 -7.5749 1.1186
H 8.8378 1.4781 -0.7791
H -0.2678 5.6310 0.0275
H 6.0185 6.2418 -1.5806
P 5.3835 3.8958 0.2282
O -0.2756 -1.1848 0.1630
H 4.5490 5.8075 -3.5222
Cl 2.1299 -4.8953 2.8208
H 1.4139 -3.8194 -1.6599
C -1.1819 -5.5805 1.9998
C 1.1237 -1.5029 2.3295
B -4.3449 -7.2965 1.9614
C -3.1590 -6.8082 1.0155
C -2.3270 -3.1627 1.9372
O -2.2642 3.5144 -2.2187
O -2.5786 2.3047 -0.0290
```

Calculated values
Energy (Ha): -6263.362092
Orbital gap (eV): 8.32
Maximum force (eV/A): 5.786
Energy above the lowest of the compared OMol25 structures with the same formula, charge and spin (kcal/mol): 0.0
LUMO energy (eV): -1.083

Löwdin atomic charge list, values in e, 8 entries: -0.232, -0.072, 0.120, 0.036, -0.248, 0.117, 0.075, 0.125